No. 1
Below is a 2-piece molecular cluster, C3H9NO2 overall, with properties calculated with ωB97M-V/def2-TZVPD.

Last column: Mulliken charge in e.
Geometry (Å):
N (2.3575, -0.6239, -0.2756)  -0.2966
C (3.4570, 0.0799, 0.1325)  0.1180
O (4.6127, -0.3172, -0.0661)  -0.5561
H (2.5579, -1.4322, -0.8302)  0.2067
H (1.3692, -0.5490, 0.0660)  0.2225
H (3.3409, 0.7526, 0.9688)  0.2951
C (-2.1734, 0.0289, -0.9513)  -1.0260
C (-2.1076, 0.2828, 0.5250)  -0.1865
O (-0.6987, 0.6332, 0.8749)  -0.5009
H (-1.9333, -1.0228, -1.2057)  0.2641
H (-3.2439, 0.1971, -1.2721)  0.3220
H (-1.6118, 0.7130, -1.5896)  0.3063
H (-2.4354, -0.6819, 0.9893)  0.2218
H (-2.7602, 1.0889, 0.8463)  0.3407
H (-0.7309, 0.8506, 1.7877)  0.2689

Atoms 1-6, force components in eV/Å:
-1.1 0.6 0.2
1.5 -2.9 1.4
-1.5 0.9 -0.8
0.1 -0.2 -0.2
1.7 0.5 -0.3
-0.8 1.1 -0.2

Largest force on an atom in Eh/bohr: 0.0680
Energy relative to the best compared isomer or geometry (same formula, charge and spin) in kcal per mole: 34.4
HOMO energy in eV: -9.6714
SMILES string: NC=O.CCO
Frontier orbital gap in eV: 10.312



No. 2
Below is the molecule C3H6N2S, with properties calculated with ωB97M-V/def2-TZVPD.

Last column: Mulliken charge in e.
Geometry (Å):
H (0.1716, -2.2967, -0.8804)  0.3126
N (-0.7865, -2.4888, -0.5721)  -0.6926
C (-1.3206, -1.5143, 0.0075)  0.0632
N (-0.8687, -0.2216, 0.2797)  -0.2267
C (0.3115, 0.4226, 0.0364)  0.5805
C (1.3815, -0.3105, -0.7101)  -1.3785
S (0.4949, 2.0112, 0.5206)  -0.3228
H (-2.2958, -1.5341, 0.4100)  0.3748
H (-1.4863, 0.4606, 0.7351)  0.2086
H (1.0374, -0.6369, -1.6662)  0.3954
H (2.2544, 0.3756, -0.8130)  0.3165
H (1.7528, -1.1617, -0.0716)  0.3691

Atoms 1-6, force components in eV/Å:
-0.5 -0.1 0.1
0.6 -0.3 -0.2
0.4 0.9 0.1
0.7 1.4 0.2
0.1 0.8 -0.1
1.6 0.4 1.7

Largest force on an atom in Eh/bohr: 0.0459
Energy relative to the best compared isomer or geometry (same formula, charge and spin) in kcal per mole: 20.1
HOMO energy in eV: -8.8860
SMILES string: [H]/N=C\NC(C)=S
Frontier orbital gap in eV: 8.834



No. 3
Below is C52H40F3N6O4P3SSe2V as an isolated structure, with properties calculated with ωB97M-V/def2-TZVPD.

Last column: Mulliken charge in e.
Geometry (Å):
V (-0.0953, 0.4068, -0.2764)  0.2053
F (-0.4837, 4.4069, -3.7183)  -0.2254
C (-1.5540, 3.7250, -4.0935)  0.5850
F (-2.6244, 4.5540, -3.9700)  -0.2860
F (-1.4330, 3.4900, -5.4310)  -0.2879
C (-1.7995, 2.4381, -3.3562)  0.2537
C (-2.9847, 1.8082, -3.6673)  -0.7930
C (-3.3619, 0.6318, -3.0373)  -1.2118
C (-2.4975, 0.1166, -2.1003)  -0.2547
N (-1.3243, 0.6799, -1.8211)  0.6993
C (-0.9282, 1.8558, -2.3974)  0.9436
S (0.5579, 2.4571, -1.7789)  -0.6321
H (-3.6346, 2.2558, -4.4124)  0.3732
H (-4.2989, 0.1388, -3.2532)  0.5079
H (-2.7350, -0.7828, -1.5444)  0.4141
O (0.9196, -2.3320, 0.2924)  0.6524
N (2.1896, -2.2771, -0.0834)  -1.9399
N (2.3594, -1.1714, -0.8813)  1.2263
O (1.3531, -0.3047, -1.1573)  -0.3073
C (3.5556, -0.9191, -1.5165)  0.4344
C (4.6794, -1.7408, -1.3176)  -0.9245
C (5.8773, -1.4157, -1.9383)  -0.4216
C (5.9929, -0.3029, -2.7657)  -0.6637
C (4.8653, 0.4857, -2.9791)  -0.6309
C (3.6549, 0.1914, -2.3705)  -0.3961
H (4.5868, -2.6137, -0.6866)  0.4208
H (6.7388, -2.0532, -1.7737)  0.3571
H (6.9367, -0.0608, -3.2396)  0.3697
H (4.9251, 1.3483, -3.6353)  0.3913
H (2.7750, 0.7978, -2.5437)  0.1695
Se (-4.2887, -3.3770, 4.2902)  -0.4417
P (-3.3146, -3.9853, 2.4998)  -0.1380
C (-4.5989, -4.5518, 1.3480)  0.5241
C (-5.4128, -5.6337, 1.6931)  -0.3742
C (-6.4955, -5.9727, 0.8979)  -1.0303
C (-6.7978, -5.2123, -0.2305)  -0.5690
C (-6.0137, -4.1164, -0.5532)  -0.8483
C (-4.9104, -3.7887, 0.2301)  0.0800
C (-2.2531, -5.3820, 2.9937)  0.8779
C (-2.4134, -6.6993, 2.5817)  -0.0806
C (-1.6478, -7.7128, 3.1541)  -0.7697
C (-0.7289, -7.4155, 4.1487)  -0.7108
C (-0.5743, -6.1007, 4.5727)  -0.4139
C (-1.3280, -5.0929, 3.9990)  -0.5232
C (-2.3709, -2.6593, 1.6764)  0.6878
C (-1.4961, -2.3518, 0.6068)  0.0396
N (-1.2568, -1.0080, 0.7239)  1.5382
N (-1.9958, -0.5244, 1.7416)  -0.7290
N (-2.6504, -1.4823, 2.3120)  -0.6525
P (-0.5658, -3.3606, -0.6700)  1.0917
Se (0.0680, -2.7968, -2.6609)  -0.4241
C (-2.1759, -4.2712, -1.2171)  0.2627
C (-3.0663, -3.6301, -2.0969)  -1.1721
C (-4.2074, -4.2569, -2.5726)  -1.0717
C (-4.5061, -5.5649, -2.1908)  -0.3909
C (-3.6530, -6.2130, -1.3174)  -1.0247
C (-2.5094, -5.5658, -0.8339)  -0.2555
C (0.3573, -4.8279, -0.0318)  -0.1498
C (0.6576, -5.8558, -0.9276)  -0.2200
C (1.4111, -6.9505, -0.5228)  -0.7458
C (1.8863, -7.0260, 0.7839)  -0.8274
C (1.6059, -5.9977, 1.6724)  -0.7498
C (0.8420, -4.9052, 1.2689)  0.3526
H (-5.2236, -6.1741, 2.6129)  0.5524
H (-7.1193, -6.8176, 1.1685)  0.3981
H (-7.6466, -5.4755, -0.8525)  0.4235
H (-6.2520, -3.5112, -1.4216)  0.5098
H (-4.2978, -2.9298, -0.0192)  0.3533
H (-3.1385, -6.9440, 1.8179)  0.2848
H (-1.7732, -8.7355, 2.8158)  0.3966
H (-0.1275, -8.2048, 4.5873)  0.3758
H (0.1435, -5.8586, 5.3498)  0.3395
H (-1.2275, -4.0723, 4.3461)  0.1991
H (-2.8233, -2.6358, -2.4528)  0.6420
H (-4.8639, -3.7282, -3.2580)  0.4663
H (-5.3937, -6.0635, -2.5671)  0.3817
H (-3.8628, -7.2339, -1.0126)  0.3560
H (-1.8512, -6.1087, -0.1746)  0.6291
H (0.3204, -5.7675, -1.9540)  0.4130
H (1.6370, -7.7409, -1.2311)  0.3840
H (2.4740, -7.8808, 1.1046)  0.3499
H (1.9936, -6.0341, 2.6866)  0.4509
H (0.6536, -4.0875, 1.9554)  0.1117
O (-1.8456, 3.2976, 2.1595)  -0.7836
C (-1.0862, 2.4367, 1.7479)  0.4213
O (-1.1840, 1.8163, 0.6086)  -0.6578
C (0.1221, 2.0550, 2.6096)  -1.0200
P (1.1241, 0.7197, 1.8213)  2.5188
C (1.2288, -0.6246, 3.0699)  0.0166
C (0.1595, -0.8988, 3.9209)  -0.4536
C (0.1969, -1.9952, 4.7774)  -1.1465
C (1.3053, -2.8318, 4.7886)  -0.1120
C (2.3753, -2.5675, 3.9387)  -1.1297
C (2.3358, -1.4745, 3.0832)  -0.1998
C (2.8190, 1.4126, 1.8695)  0.3921
C (3.4748, 1.6866, 3.0710)  -0.4936
C (4.7405, 2.2522, 3.0644)  -0.7341
C (5.3729, 2.5384, 1.8551)  -0.5639
C (4.7286, 2.2701, 0.6586)  -0.8334
C (3.4491, 1.7175, 0.6686)  0.1176
H (-0.2249, 1.7863, 3.6025)  0.5033
H (0.7360, 2.9458, 2.6959)  0.4696
H (-0.7232, -0.2743, 3.9053)  0.3727
H (-0.6553, -2.1952, 5.4193)  0.4377
H (1.3355, -3.6893, 5.4550)  0.4641
H (3.2340, -3.2281, 3.9216)  0.3950
H (3.1584, -1.3008, 2.4007)  0.3236
H (2.9927, 1.4448, 4.0128)  0.3947
H (5.2395, 2.4682, 4.0017)  0.3932
H (6.3685, 2.9674, 1.8528)  0.3700
H (5.2154, 2.4717, -0.2882)  0.4590
H (2.9343, 1.5203, -0.2639)  -0.1091

Atoms 1-6, force components in eV/Å:
0.8 0.3 0.4
0.1 0.2 -0.1
0.0 -0.4 0.2
0.0 0.1 -0.1
0.0 0.1 0.0
0.2 0.0 0.1

Largest force on an atom in Eh/bohr: 0.0314
Net charge: -2
Spin multiplicity: 4
Energy relative to the best compared isomer or geometry (same formula, charge and spin) in kcal per mole: 49.4
HOMO energy (alpha / beta) in eV: -1.0711 / -2.4532
Frontier orbital gap (alpha / beta) in eV: 4.988 / 6.370



No. 4
Below is the molecule C2H3N3O, with properties calculated with ωB97M-V/def2-TZVPD.

Last column: Mulliken charge in e.
Geometry (Å):
C (1.0892, -0.9585, 0.0398)  -0.4390
C (-0.3340, -0.6802, -0.1020)  -0.0227
N (1.7020, 0.1890, -0.0280)  0.1815
N (1.2374, 1.2673, 0.0157)  -0.3731
N (-0.6279, 0.5571, -0.1024)  -0.1558
O (-1.8635, 1.1010, 0.0001)  -0.4096
H (1.3720, -1.9796, -0.1156)  0.3260
H (-1.0060, -1.4217, -0.1624)  0.5019
H (-1.5692, 1.9256, 0.4549)  0.3909

Atoms 1-6, force components in eV/Å:
-2.9 -1.0 -1.1
2.3 2.1 0.6
1.0 0.8 0.7
-0.1 -0.1 -0.4
2.2 0.1 0.1
0.0 0.9 0.6

Largest force on an atom in Eh/bohr: 0.0698
Energy relative to the best compared isomer or geometry (same formula, charge and spin) in kcal per mole: 111.5
HOMO energy in eV: -8.5164
Frontier orbital gap in eV: 9.359



No. 5
Below is the molecule C4H12N3P, with properties calculated with ωB97M-V/def2-TZVPD.

Last column: Mulliken charge in e.
Geometry (Å):
C (-1.8921, 1.3722, -0.9147)  -1.1422
C (1.2462, -1.3341, 1.9655)  -0.8551
C (-1.1354, 0.3088, -1.7970)  -0.6920
C (-0.6392, -0.7876, -0.8763)  -0.1794
N (0.9512, -1.6219, 0.5796)  -0.4343
N (0.3194, -0.5844, -0.0516)  0.0980
N (2.8620, 1.1376, 0.4548)  -0.6583
P (1.4542, 1.2970, -0.1173)  0.1408
H (-2.0459, 2.4271, -1.3404)  0.2850
H (-2.7687, 0.9949, -0.6365)  0.4449
H (-1.3944, 1.6208, 0.0181)  0.3008
H (1.7351, -0.4414, 1.8279)  0.2912
H (1.9542, -2.0268, 2.2166)  0.4471
H (0.4754, -1.1278, 2.7243)  0.2365
H (-1.8919, 0.0893, -2.5232)  0.3234
H (-0.4518, 0.9894, -2.2145)  0.3520
H (-0.9281, -1.7513, -0.9681)  0.5604
H (3.6036, 0.9277, -0.1659)  0.2217
H (0.5334, -2.4976, 0.5595)  0.2453
H (0.7319, 1.7169, 1.1333)  0.0142

Atoms 1-6, force components in eV/Å:
2.9 2.7 -0.7
-1.2 1.3 -0.7
-1.8 1.7 2.4
1.9 2.9 -0.6
-0.1 1.1 0.7
-0.6 0.0 -0.2

Largest force on an atom in Eh/bohr: 0.0841
Energy relative to the best compared isomer or geometry (same formula, charge and spin) in kcal per mole: 49.5
HOMO energy in eV: -7.6633
Frontier orbital gap in eV: 8.380



No. 6
Below is C10H13InNP as an isolated structure, with properties calculated with ωB97M-V/def2-TZVPD.

Last column: Mulliken charge in e.
Geometry (Å):
C (-0.8593, 0.7391, -2.6828)  -0.4707
C (-1.4318, 2.0102, -2.8044)  -0.7012
C (-0.4492, 3.0105, -2.5555)  -0.3301
C (0.8120, 2.4049, -2.2722)  -0.7502
C (0.6939, 1.0181, -2.3204)  -0.4301
In (-0.1071, -2.0741, -0.2342)  0.3837
P (-0.2862, -4.6055, -0.6007)  -0.2042
H (-1.2956, -0.2528, -2.7827)  0.3103
H (-2.4670, 2.2176, -3.0633)  0.3869
H (-0.6290, 4.0818, -2.5861)  0.3929
H (1.4287, 0.2270, -2.1620)  0.4474
H (1.7235, 2.9613, -2.0526)  0.3615
H (0.8983, -5.1737, -1.1962)  0.1342
H (-1.3751, -5.0363, -1.4459)  0.1318
H (-0.4695, -5.3167, 0.6413)  0.1174
C (0.5872, 0.9167, 3.5743)  -0.0461
C (1.5031, 0.9366, 2.5199)  -0.6722
C (1.2049, 0.2657, 1.3349)  0.0828
N (0.0191, -0.3735, 1.2168)  -0.2239
C (-0.8767, -0.4454, 2.2300)  0.0360
C (-0.6135, 0.2199, 3.4238)  -0.7289
H (0.8111, 1.4334, 4.5057)  0.3829
H (2.4569, 1.4496, 2.5845)  0.3466
H (1.8744, 0.2429, 0.4663)  0.3159
H (-1.7942, -1.0189, 2.0514)  0.3827
H (-1.3590, 0.1616, 4.2102)  0.3445

Atoms 1-6, force components in eV/Å:
4.0 0.7 1.1
0.7 0.1 0.3
0.0 -0.5 0.0
-0.5 -0.1 0.0
-4.0 -0.9 -0.7
0.4 2.9 -1.7

Largest force on an atom in Eh/bohr: 0.0812
Energy relative to the best compared isomer or geometry (same formula, charge and spin) in kcal per mole: 36.5
HOMO energy (alpha / beta) in eV: -4.8019 / -4.8055
Frontier orbital gap (alpha / beta) in eV: 3.575 / 3.580



Q: Which value of largest force on an atom does entry 1 give?
A: 0.0680 Eh/bohr